1.
# C5H13N2

The ion C5H13N2 with charge +1 (ωB97M-V/def2-TZVPD, OMol25).

* energy above the lowest of the compared OMol25 structures with the same formula, charge and spin: 366.8 kJ/mol
* Kohn-Sham gap: 9.24 eV
* structure (SMILES): C=C(N)C[C@H](C)[NH3+]
* LUMO energy: -3.2210 eV
* total charge: +1
* total energy: -8367.0084 eV
* maximum force: 4.41 eV/A
* highest occupied orbital energy: -12.46 eV

Geometry as XYZ:
```
20
Properties=species:S:1:pos:R:3:nbo_charge:R:1
C -1.5943 -0.1680 -1.8376 -0.6449
C -1.3069 0.2018 -0.3732 -0.0439
C -0.5461 -0.7844 0.5679 -0.5099
C 0.8897 -0.3404 0.7481 0.2202
C 1.3786 0.3050 1.8670 -0.5710
N 1.7289 -0.7431 -0.3342 -0.8520
N -0.4480 1.4459 -0.3059 -0.7519
H -0.6627 -0.2621 -2.3444 0.2155
H -2.0289 -1.2634 -1.7905 0.2646
H -2.2052 0.5623 -2.4142 0.2521
H -2.2714 0.4160 0.0706 0.2296
H -0.6718 -1.8288 0.2812 0.2493
H -1.0178 -0.9061 1.6089 0.2662
H 2.2865 0.8738 1.8611 0.2229
H 1.1337 -0.2204 2.8219 0.2580
H 2.7793 -0.7573 -0.0215 0.3976
H 1.6779 -1.6802 -0.5962 0.3976
H 0.0865 1.1485 -1.1574 0.4760
H -1.1499 2.1913 -0.2180 0.4586
H 0.1515 1.5232 0.5459 0.4655
```

2.
# C5H13N2

The ion C5H13N2 with charge +1 (ωB97M-V/def2-TZVPD, OMol25).

* energy above the lowest of the compared OMol25 structures with the same formula, charge and spin: 278.1 kJ/mol
* Kohn-Sham gap: 8.85 eV
* structure (SMILES): CCC/C([NH3+])=C/N
* LUMO energy: -3.6557 eV
* total charge: +1
* total energy: -8367.9281 eV
* maximum force: 4.46 eV/A
* highest occupied orbital energy: -12.51 eV

Geometry as XYZ:
```
20
Properties=species:S:1:pos:R:3:nbo_charge:R:1
C 0.2909 -0.7722 2.1871 -0.6536
C -0.9843 -1.0033 1.4021 -0.4044
C -1.2405 -0.1178 0.1070 -0.4446
C -0.0840 0.3993 -0.6427 -0.0135
C 0.0055 1.6912 -1.1896 0.0594
N 1.0151 2.0045 -2.0000 -0.8048
N 0.8586 -0.6905 -0.9225 -0.6999
H 0.3979 -1.4541 3.0175 0.2441
H 0.1648 0.1581 2.7575 0.2313
H 1.2751 -0.7340 1.7939 0.1894
H -1.0193 -1.9961 0.9547 0.1860
H -1.8795 -0.8972 2.0191 0.2491
H -1.9690 0.6810 0.2362 0.2457
H -1.8797 -0.8083 -0.5394 0.2085
H -0.9594 2.2744 -1.3122 0.2552
H 1.1096 2.9606 -2.3261 0.4208
H 1.5117 1.2914 -2.5776 0.3877
H 0.6271 -1.6130 -0.5710 0.4537
H 0.9734 -0.9063 -1.9324 0.4333
H 1.7860 -0.4678 -0.4615 0.4565
```

3.
# C5H13N2

The ion C5H13N2 with charge +1 (ωB97M-V/def2-TZVPD, OMol25).

* energy above the lowest of the compared OMol25 structures with the same formula, charge and spin: 123.7 kJ/mol
* Kohn-Sham gap: 9.78 eV
* structure (SMILES): C=C(N)C[C@@H](C)[NH3+]
* LUMO energy: -3.1969 eV
* total charge: +1
* total energy: -8369.5285 eV
* maximum force: 1.66 eV/A
* highest occupied orbital energy: -12.97 eV

Geometry as XYZ:
```
20
Properties=species:S:1:pos:R:3:nbo_charge:R:1
C 0.0361 1.3303 1.3482 -0.6502
C -0.1487 -0.1887 1.2601 -0.0063
C 0.7831 -0.8938 0.2642 -0.4681
C 0.6472 -0.2284 -1.0835 0.1446
C 1.4762 0.6808 -1.5703 -0.4239
N -0.5286 -0.6682 -1.7678 -0.8653
N -1.5888 -0.3653 0.7179 -0.7132
H 1.0931 1.5543 1.3130 0.2462
H -0.4477 1.8763 0.5481 0.2319
H -0.3062 1.7092 2.3034 0.2385
H -0.2128 -0.6421 2.2447 0.2273
H 0.5031 -1.9507 0.2297 0.2215
H 1.7799 -0.7808 0.6695 0.2615
H 2.3100 1.0336 -0.9967 0.2222
H 1.4130 0.9355 -2.6188 0.2189
H -0.5919 -1.6786 -1.8234 0.3824
H -0.5186 -0.3184 -2.7190 0.4021
H -1.8261 -1.3624 0.6996 0.4237
H -1.5786 -0.1586 -0.2879 0.4672
H -2.2937 0.1160 1.2691 0.4390
```

4.
# C5H13N2

A cluster of 2 separate species, C5H13N2 in total (ωB97M-V/def2-TZVPD, OMol25).

* energy above the lowest of the compared OMol25 structures with the same formula, charge and spin: 213.6 kJ/mol
* Kohn-Sham gap: 9.20 eV
* LUMO energy: -3.7119 eV
* total charge: +1
* total energy: -8368.5960 eV
* maximum force: 3.56 eV/A
* highest occupied orbital energy: -12.91 eV

Geometry as XYZ:
```
20
Properties=species:S:1:pos:R:3:nbo_charge:R:1
C -1.4341 -0.1897 -1.5986 -0.4786
C 2.1317 -0.4019 0.3215 0.3977
C -1.6241 -0.0285 -0.2676 0.0392
C -1.6106 -1.1445 0.6757 -0.6622
C -1.5975 1.3138 0.3702 -0.6810
N 3.3589 -0.1126 0.7013 -0.7189
N 1.4521 0.3439 -0.5637 -0.7398
H -1.5761 0.5927 -2.3506 0.2205
H -1.2057 -1.1524 -2.0831 0.2117
H 1.6252 -1.2234 0.8367 0.2382
H -1.4131 -2.1723 0.1729 0.2288
H -2.6577 -1.1038 0.9545 0.2591
H -0.9538 -0.9879 1.5122 0.2093
H -0.8196 1.9666 0.0572 0.2224
H -1.4739 1.0919 1.4337 0.2188
H -2.4930 2.0819 0.3931 0.2641
H 3.9459 -0.7132 1.3173 0.4522
H 3.9077 0.5517 0.1085 0.4242
H 1.9566 1.1306 -1.0852 0.4227
H 0.4813 0.1570 -0.9062 0.4716
```